No. 1
{"formula": "C2H5IO2", "method": "ωB97M-V/def2-TZVPD", "symbols": ["C", "C", "O", "O", "I", "H", "H", "H", "H", "H"], "coordinates": [[0.66, 0.93, 0.22], [-0.19, -0.35, 0.11], [0.14, -0.97, -1.03], [-0.21, -1.15, 1.19], [-2.56, 0.30, -0.07], [0.36, 1.60, 1.09], [1.68, 0.62, 0.18], [0.58, 1.44, -0.79], [0.18, -0.47, -1.83], [-0.63, -1.94, 0.94]], "nbo_charge": [-0.6819, 0.6621, -0.7116, -0.6647, -0.3036, 0.2515, 0.2300, 0.2189, 0.5076, 0.4917], "e_homo_ev": -9.0, "relative_energy_kj_mol": 54.45, "smiles": "CC(O)(O)I", "gap_ha": 0.337, "total_energy_ev": -14350.153}

---

No. 2
{"formula": "C8H4CoNO5S", "method": "ωB97M-V/def2-TZVPD", "symbols": ["O", "C", "Co", "O", "C", "C", "O", "C", "O", "C", "O", "H", "S", "C", "C", "N", "C", "H", "H", "H"], "coordinates": [[2.37, -4.49, 1.82], [1.89, -3.63, 1.20], [0.55, -1.10, -0.13], [0.74, -0.15, 2.49], [0.72, -0.61, 1.47], [-0.08, -0.58, -1.68], [-0.31, -0.73, -2.81], [-1.02, -1.58, 0.48], [-2.14, -1.61, 0.66], [2.12, -0.30, -0.26], [2.94, 0.46, -0.46], [1.24, -2.68, 0.17], [-1.02, 3.16, -1.59], [-2.01, 2.85, -0.19], [-1.54, 1.71, 0.49], [-0.45, 1.16, -0.13], [-0.02, 1.82, -1.19], [-2.86, 3.40, 0.12], [-1.94, 1.29, 1.38], [0.83, 1.61, -1.83]], "mulliken_spin": [-0.0168, 0.2572, 1.9503, -0.0058, 0.1213, 0.1725, 0.0911, -0.0337, 0.0143, -0.0202, 0.0149, 0.4069, -0.0627, 0.4100, 0.3281, 0.0006, 0.3099, 0.0178, 0.0147, 0.0294], "e_homo_ev": [-14.1, -18.3], "relative_energy_kj_mol": 427.34, "gap_ha": [0.182, 0.207], "total_energy_ev": -68522.461, "charge": 2, "multiplicity": 5}

---

No. 3
{"formula": "C15H37N2NiO9S", "method": "ωB97M-V/def2-TZVPD", "symbols": ["Ni", "S", "O", "O", "O", "O", "C", "C", "C", "O", "H", "H", "H", "H", "H", "H", "H", "C", "O", "C", "C", "N", "C", "C", "O", "C", "H", "H", "H", "H", "H", "H", "H", "H", "H", "H", "H", "H", "H", "H", "H", "C", "O", "C", "C", "N", "C", "C", "O", "C", "H", "H", "H", "H", "H", "H", "H", "H", "H", "H", "H", "H", "H", "H", "H"], "coordinates": [[0.43, 0.56, -0.32], [1.76, 1.69, -2.29], [2.09, 0.60, -1.40], [0.40, 1.89, -1.80], [2.56, 2.90, -2.00], [1.86, 1.22, -3.68], [2.27, -2.42, 1.78], [0.80, -2.01, 1.96], [0.42, -1.96, 3.48], [0.49, -0.87, 1.20], [2.57, -3.33, 2.31], [2.95, -1.66, 2.15], [2.60, -2.69, 0.77], [0.26, -2.90, 1.64], [0.81, -2.91, 3.85], [-0.66, -1.92, 3.61], [0.91, -1.15, 4.01], [-2.40, 0.40, 1.23], [-1.47, 1.15, 0.34], [-1.36, 2.53, 0.80], [-0.13, 2.52, 1.76], [1.08, 2.13, 0.97], [2.21, 1.74, 1.82], [2.81, 2.99, 2.56], [3.17, 4.10, 1.80], [4.31, 3.89, 0.91], [-3.44, 0.61, 0.98], [-2.26, 0.58, 2.30], [-2.13, -0.65, 1.21], [-2.21, 2.92, 1.36], [-1.08, 3.12, -0.08], [-0.25, 1.88, 2.64], [0.09, 3.50, 2.20], [1.43, 2.96, 0.52], [2.99, 1.38, 1.15], [1.90, 1.03, 2.58], [3.70, 2.58, 3.05], [2.12, 3.41, 3.30], [4.65, 4.87, 0.57], [3.93, 3.44, -0.01], [5.19, 3.32, 1.20], [-1.85, -3.75, -0.77], [-1.97, -3.44, -2.16], [-0.64, -3.08, -2.73], [0.09, -1.97, -1.97], [-0.76, -0.84, -1.59], [-1.42, -0.24, -2.77], [-2.69, 0.39, -2.34], [-3.47, -0.55, -1.61], [-4.33, -1.36, -2.40], [-2.81, -4.16, -0.45], [-1.65, -2.92, -0.08], [-1.04, -4.42, -0.50], [-0.66, -2.81, -3.78], [0.00, -3.96, -2.72], [0.94, -1.53, -2.48], [0.57, -2.30, -1.05], [-1.57, -1.39, -1.37], [-1.72, -0.97, -3.53], [-0.88, 0.56, -3.28], [-3.19, 0.74, -3.25], [-2.53, 1.29, -1.75], [-4.92, -2.06, -1.81], [-3.76, -1.93, -3.14], [-5.09, -0.75, -2.89]], "mulliken_spin": [1.6775, 0.0026, 0.0608, 0.0732, 0.0046, 0.0070, 0.0008, 0.0063, 0.0018, 0.0114, 0.0003, -0.0002, -0.0004, 0.0005, 0.0001, 0.0001, 0.0000, 0.0043, 0.0167, 0.0089, -0.0059, 0.0755, -0.0057, 0.0048, -0.0006, 0.0004, 0.0011, -0.0002, -0.0009, 0.0002, -0.0014, -0.0002, 0.0007, -0.0037, -0.0020, 0.0016, -0.0004, 0.0001, 0.0000, -0.0002, 0.0000, -0.0001, 0.0000, -0.0003, -0.0089, 0.0693, -0.0024, 0.0016, -0.0004, 0.0002, 0.0000, -0.0001, -0.0001, -0.0001, 0.0002, -0.0016, 0.0073, -0.0046, -0.0015, 0.0014, -0.0001, 0.0004, 0.0000, -0.0001, 0.0000], "e_homo_ev": [-4.8, -4.8], "relative_energy_kj_mol": 0.00, "gap_ha": [0.278, 0.277], "total_energy_ev": -89440.411, "charge": -1, "multiplicity": 3}

---

No. 4
{"formula": "C21H26NO2", "method": "ωB97M-V/def2-TZVPD", "symbols": ["C", "O", "C", "C", "C", "C", "C", "C", "C", "C", "C", "O", "C", "C", "C", "C", "C", "C", "H", "H", "H", "H", "H", "H", "H", "H", "H", "H", "H", "H", "H", "H", "H", "C", "C", "C", "C", "C", "N", "H", "H", "H", "H", "H", "H", "H", "H", "H", "H", "H"], "coordinates": [[5.51, 3.42, 1.22], [5.24, 2.00, 1.35], [4.01, 1.54, 1.00], [3.74, 0.17, 1.26], [2.48, -0.34, 1.04], [1.41, 0.45, 0.51], [0.10, -0.07, 0.33], [-1.03, 0.68, 0.74], [-2.36, 0.17, 0.52], [-3.47, 0.92, 0.83], [-3.32, 2.23, 1.37], [-4.49, 2.90, 1.55], [-5.57, 2.00, 1.09], [-4.94, 0.66, 0.71], [-2.05, 2.75, 1.67], [-0.95, 1.97, 1.42], [1.75, 1.81, 0.19], [3.00, 2.35, 0.42], [6.55, 3.52, 1.52], [5.38, 3.75, 0.18], [4.85, 4.01, 1.88], [4.54, -0.44, 1.67], [2.27, -1.38, 1.31], [-0.08, -1.09, -0.10], [-2.49, -0.83, 0.09], [-6.30, 1.92, 1.91], [-6.05, 2.49, 0.23], [-5.22, 0.36, -0.31], [-5.27, -0.12, 1.40], [-1.98, 3.74, 2.11], [0.02, 2.35, 1.72], [0.98, 2.47, -0.24], [3.20, 3.40, 0.18], [-1.68, -3.82, -1.09], [-0.84, -2.68, -1.64], [-0.14, -3.01, -2.97], [1.32, -2.58, -2.83], [1.58, -2.31, -1.35], [0.25, -2.23, -0.67], [-2.49, -4.06, -1.79], [-1.08, -4.74, -0.97], [-2.13, -3.56, -0.13], [-1.48, -1.79, -1.77], [-0.21, -4.08, -3.18], [-0.64, -2.48, -3.79], [2.01, -3.35, -3.21], [1.51, -1.66, -3.40], [2.16, -3.14, -0.90], [2.13, -1.39, -1.18], [0.26, -2.87, 0.13]], "nbo_charge": [-0.2620, -0.4690, 0.3684, -0.2566, -0.1400, -0.2019, 0.0596, -0.1032, -0.1038, -0.1058, 0.4286, -0.4355, -0.0674, -0.4638, -0.2955, -0.0940, -0.1438, -0.2786, 0.2204, 0.1879, 0.1907, 0.2449, 0.2210, 0.2870, 0.2188, 0.2116, 0.2053, 0.2402, 0.2379, 0.2491, 0.2338, 0.2245, 0.2312, -0.6234, -0.0399, -0.4186, -0.4206, -0.2261, -0.6298, 0.2326, 0.2182, 0.2084, 0.1804, 0.2176, 0.2273, 0.2307, 0.2147, 0.2004, 0.2090, 0.3794], "e_homo_ev": -10.9, "relative_energy_kj_mol": 375.91, "gap_ha": 0.235, "total_energy_ev": -27775.284, "charge": 1}